(1)
{
  "formula": "C5H12O",
  "method": "the ωB97M-V functional and the def2-TZVPD basis",
  "orbital_gap_ev": 11.2,
  "relative_energy_kj_mol": 43.64,
  "homo_energy_ev": -10.2,
  "energy_ha": -272.9320,
  "elements": ["C", "C", "C", "C", "C", "O", "H", "H", "H", "H", "H", "H", "H", "H", "H", "H", "H", "H"],
  "xyz": [[-1.288718, 0.740934, -1.458878], [-0.599642, -0.311616, -0.584497], [-1.616530, -0.968375, 0.355967], [0.580729, 0.196445, 0.267236], [1.910257, 0.530127, -0.446725], [3.047251, -0.029478, 0.215305], [-0.601465, 1.190199, -2.184315], [-1.714935, 1.550102, -0.851128], [-2.115861, 0.287366, -2.022035], [-0.207806, -1.096409, -1.250277], [-2.043177, -0.227774, 1.045198], [-1.135322, -1.743630, 0.963811], [-2.445019, -1.434005, -0.189948], [0.243913, 1.035838, 0.892474], [0.796013, -0.616276, 0.973669], [2.097816, 1.611174, -0.483793], [1.873277, 0.187997, -1.491339], [3.261579, -0.874111, -0.203645]],
  "atomic_forces_ev_per_a": [[0.06, 0.04, -0.01], [0.03, -0.08, 0.01], [-0.05, -0.05, 0.04], [-0.01, -0.14, 0.17], [-0.27, 0.19, -0.20], [-0.03, -0.25, -0.23], [-0.05, -0.04, 0.11], [0.12, -0.13, -0.03], [0.20, 0.09, 0.10], [-0.03, 0.10, 0.07], [0.06, -0.08, -0.12], [-0.11, 0.10, -0.10], [0.13, 0.11, 0.03], [0.08, -0.06, -0.17], [0.18, 0.18, -0.08], [-0.17, -0.22, 0.06], [-0.02, -0.01, 0.14], [-0.11, 0.26, 0.22]]
}


(2)
{
  "formula": "C5H11NOS",
  "method": "the ωB97M-V functional and the def2-TZVPD basis",
  "orbital_gap_ev": [8.4, 7.3],
  "relative_energy_kj_mol": 193.76,
  "homo_energy_ev": [-8.5, -9.2],
  "spin_multiplicity": 3,
  "energy_ha": -725.0489,
  "s_squared": 2.035,
  "elements": ["C", "C", "C", "C", "C", "N", "O", "S", "H", "H", "H", "H", "H", "H", "H", "H", "H", "H", "H"],
  "xyz": [[0.787862, 0.330829, -1.116476], [-2.200503, 1.554799, 1.033852], [1.037978, -2.487035, 0.116333], [-0.577001, 0.478262, -0.777193], [-0.691276, 1.149357, 0.677196], [1.528167, -2.117839, -1.110567], [3.411090, 0.999706, -1.227476], [1.962321, 1.423577, -1.192743], [-2.799042, 0.791076, 0.650580], [-2.519284, 2.483085, 0.473706], [-2.343726, 1.870043, 2.052149], [0.009408, -2.333402, 0.366873], [1.033494, -3.531586, 0.114916], [1.638013, -2.235816, 1.045687], [-1.150984, -0.483481, -0.748119], [-1.026730, 1.151430, -1.523079], [-0.389049, 0.425532, 1.445441], [-0.149613, 2.088572, 0.747803], [2.438873, -1.557111, -1.028884]],
  "atomic_forces_ev_per_a": [[2.64, 1.29, -0.16], [2.00, 1.95, -1.75], [1.47, 0.37, 3.08], [-2.00, 0.72, 1.68], [-2.30, 0.19, 0.02], [1.79, 1.32, -1.75], [-1.80, 0.04, -0.09], [0.90, -0.90, -0.05], [-1.46, -1.33, 0.14], [0.56, -0.89, 0.17], [-0.02, -0.65, 0.60], [-1.03, 0.82, -0.42], [0.10, -2.33, 0.03], [-0.50, 0.13, -0.92], [0.49, 0.70, -0.28], [-0.33, -0.24, 0.16], [0.36, 0.27, -0.33], [0.63, -0.34, -0.15], [-1.50, -1.09, 0.01]]
}


Q: What is the formula in the first record?
A: C5H12O


Q: Number 1 is which compound?
A: C5H12O